{"formula": "C5H9N3O3", "method": "ωB97M-V/def2-TZVPD", "species": ["H", "C", "H", "C", "O", "H", "N", "H", "H", "O", "C", "O", "N", "H", "H", "C", "H", "N", "H", "C"], "positions_angstrom": [[-0.9226, 2.9879, -0.4841], [-0.4048, -3.2688, -1.7494], [-1.0687, 2.1208, -1.9480], [-0.4534, 0.9272, -0.2048], [0.6162, -1.1117, 1.1470], [-1.6933, -2.1880, 1.4844], [-2.0567, -2.5728, -0.3520], [-0.2919, 1.2069, 0.9367], [-0.3045, -3.3526, 0.4515], [0.7221, 0.1406, -0.6899], [-0.4644, 2.1972, -1.0638], [-2.4744, -2.3438, 0.8764], [-0.0888, -3.6951, -2.7552], [-1.3129, 0.2982, -0.3606], [0.6168, 2.3977, -1.1723], [-0.8806, -3.0567, -0.4792], [2.5055, -0.9856, -1.2883], [2.3330, -1.2622, -0.3897], [2.7443, -2.0248, 0.0161], [1.0902, -0.8283, 0.0737]], "smiles": "CCOC(N)=O.N#C/C=N/O", "de_lowest_ev": 2.4271, "e_lumo_ev": 0.23, "homo_lumo_gap_ev": 10.427}

=====

{"formula": "C4H10N4O", "method": "ωB97M-V/def2-TZVPD", "species": ["O", "H", "H", "N", "C", "N", "H", "H", "H", "H", "H", "H", "C", "C", "N", "C", "H", "N", "H"], "positions_angstrom": [[-2.3506, -1.3509, 0.6261], [3.4544, 0.7569, -1.0597], [3.3542, 0.4733, 1.3985], [0.7075, -0.7520, -0.1454], [2.8752, -0.1614, -0.6158], [-0.9200, 0.9483, 0.2174], [2.7183, -1.0533, -1.1914], [-3.2206, -1.1315, 0.2721], [-3.0014, 0.7523, 0.4543], [-1.0166, -2.2268, -0.5447], [-2.6061, 1.1575, -1.1109], [-2.5267, 2.4892, 0.0715], [-0.4779, -0.3704, -0.1537], [-2.2575, 1.3835, -0.0458], [1.7255, 0.3484, 0.1047], [2.7729, -0.2904, 0.8696], [2.4105, -1.2881, 1.2512], [-1.5008, -1.2799, -0.5570], [-0.1403, 1.5952, 0.1587]], "smiles": "CN/C(=N\\N1CC1)NO", "de_lowest_ev": 5.1499, "e_lumo_ev": 0.92, "homo_lumo_gap_ev": 9.637}

=====

{"formula": "C85H79IN7OSb2TeTi", "method": "ωB97M-V/def2-TZVPD", "species": ["C", "H", "C", "H", "H", "N", "C", "N", "C", "N", "H", "H", "C", "C", "C", "H", "H", "C", "C", "C", "H", "H", "H", "C", "H", "C", "C", "C", "C", "H", "C", "C", "C", "C", "H", "Sb", "H", "H", "C", "H", "H", "C", "H", "H", "H", "H", "I", "H", "H", "C", "C", "H", "C", "N", "C", "C", "C", "C", "H", "H", "H", "C", "C", "C", "C", "C", "C", "H", "H", "H", "C", "H", "H", "H", "H", "H", "C", "C", "C", "C", "C", "N", "H", "H", "C", "H", "C", "C", "H", "H", "O", "H", "H", "C", "C", "H", "C", "C", "H", "N", "C", "C", "C", "C", "H", "H", "C", "C", "C", "C", "C", "C", "H", "H", "H", "C", "H", "H", "C", "H", "H", "Sb", "C", "C", "H", "H", "C", "H", "C", "C", "C", "N", "H", "H", "C", "H", "C", "C", "H", "Te", "H", "H", "C", "H", "C", "H", "H", "C", "H", "H", "H", "C", "C", "C", "C", "H", "H", "H", "H", "C", "H", "C", "C", "H", "Ti", "H", "C", "C", "H", "C", "C", "H", "H", "C", "C", "H", "C"], "positions_angstrom": [[2.1371, 5.4900, -2.9997], [-1.1519, -1.1389, 2.8740], [5.1316, 1.6350, -3.2386], [-3.6014, 1.6547, -3.4306], [1.0694, -1.6109, -6.1539], [-0.4673, 2.2773, -4.4742], [-6.0044, 0.0960, -1.6877], [-1.0684, 0.2219, -3.6177], [-0.9227, 0.9887, -4.6924], [1.8250, -0.4851, -0.6154], [-0.5541, 4.2197, 3.8520], [2.8849, -1.8357, 2.8641], [3.5127, -2.8408, 0.4419], [0.2790, 7.0122, -3.1416], [-1.6218, -1.6358, -5.0326], [5.1954, 1.7850, 1.4508], [0.1756, 5.5204, 1.8970], [-0.4612, -2.3052, 4.5188], [-6.6802, -1.9910, 0.7070], [1.7548, 0.3095, -8.5330], [-6.7748, -0.6433, -1.8694], [-1.3674, 6.6365, -1.8279], [8.2253, 1.6469, -4.6998], [1.7431, 2.6727, -8.2667], [-5.2632, -0.0433, -3.6418], [-4.7091, 0.4589, 0.4022], [5.0616, -0.2847, 3.7280], [-1.4187, -1.0625, -3.7937], [4.4554, 5.5185, 0.9107], [4.2409, 6.5680, 0.7314], [4.4369, -3.7183, 0.9967], [-5.3467, -2.0802, 0.5594], [4.2211, -0.0503, 2.6536], [-7.2376, 0.4355, 0.4355], [-1.8922, -2.6830, -5.1216], [-1.8200, 0.9746, 1.3093], [1.2211, 4.5236, -6.3169], [2.9774, 4.3247, -6.3248], [-4.0438, 1.3002, -2.5065], [1.2150, -5.0619, -0.9626], [5.5223, 0.1722, 5.7808], [-3.7056, 4.9178, 0.4874], [-5.4063, 2.6637, 4.6427], [-5.7607, 5.3613, 0.9794], [1.0206, 3.9590, 1.8956], [2.1429, 2.2051, 4.0718], [3.5512, -3.5636, 5.3356], [1.9493, 3.8767, -1.6199], [3.6391, 1.7801, 5.9952], [-1.4905, -2.9825, 0.7535], [4.5547, 1.9624, -1.8764], [3.4719, 2.0601, -1.8902], [5.0302, 0.8607, -5.5304], [-3.0682, -1.2772, 0.6645], [2.0331, 3.8203, -6.0846], [5.1394, -2.0660, -1.1173], [4.9609, 2.8293, 1.3233], [0.6209, -2.8927, 5.1104], [6.8829, 0.7904, -6.6183], [2.2069, 2.4953, -10.9865], [4.1506, -4.3640, 1.8230], [2.5167, 2.2285, 0.8588], [-2.1439, 6.7321, 0.6833], [-2.3932, 5.3930, 0.3743], [1.9957, -1.3140, -6.6576], [-3.3460, 1.6896, -1.3431], [1.9380, -1.9950, 3.3375], [0.0322, 1.9507, 2.9145], [-7.2200, -2.9312, 0.7536], [-8.4547, -0.9397, 1.4040], [1.6705, 1.5739, -9.1056], [-5.2916, 7.7303, 1.5115], [-0.5308, 2.5915, -3.5233], [-7.9358, 1.2454, 0.6339], [6.9914, 3.4130, 1.6688], [7.0926, 2.1775, -2.5657], [5.9880, 3.7588, 1.4334], [1.9803, 1.2499, -6.3050], [-6.0056, 0.7671, -0.3734], [-1.1081, 0.5049, -6.0017], [6.4022, 1.0320, -5.6722], [0.8848, -1.4368, 2.7459], [-1.5814, -1.2266, -7.1536], [4.4099, -0.5349, 1.7024], [3.4299, 4.5810, 0.8098], [-4.7080, -1.5457, 5.1295], [-4.8833, 1.7517, 4.3612], [2.9531, 1.4830, 3.9748], [-0.2063, 7.8699, -3.5982], [-5.8908, 0.5312, 5.8244], [3.2905, -0.7006, -2.4043], [0.5137, -3.4724, 6.0270], [4.9855, 2.8878, -1.4840], [1.9039, 2.5400, -6.8857], [5.7432, 5.1136, 1.2337], [-4.9467, 0.7956, 1.4183], [1.8389, -2.7293, 4.5116], [6.5117, 1.8023, -3.4073], [-2.4938, 2.3179, -1.5325], [-2.7472, -2.5078, 1.0389], [-5.1317, 0.3987, -2.6635], [4.8581, 0.3570, 4.9433], [0.4851, -4.4907, -0.4070], [-0.3054, -5.0653, 0.5954], [4.4607, 0.4912, -6.3763], [6.5462, 5.8416, 1.3189], [1.4768, 4.7738, -2.0067], [-3.1880, 7.5618, 1.0806], [-3.9338, 1.7800, 3.3491], [3.6460, 3.2146, 1.0224], [-0.9756, 2.3585, 2.8754], [2.2485, 1.1116, 1.5722], [4.7828, 1.1659, -1.1627], [2.4341, 4.9293, 0.5577], [6.4660, -4.4363, 0.9227], [-3.5181, 1.2643, -0.0539], [-2.0065, -4.7381, 1.8646], [3.1128, 5.1542, -3.3389], [1.5440, 6.6149, -3.5654], [1.6902, 3.6737, -8.6977], [2.0235, 3.6181, -5.0199], [-0.8297, 3.9937, -0.0913], [4.3759, 1.1536, -4.3280], [6.0782, -2.9310, -0.5665], [-0.9407, 1.1564, -6.8582], [-3.1429, -1.5107, 3.2476], [-0.9064, 3.8901, 2.8669], [7.0890, -2.9616, -0.9700], [-3.5726, -0.5745, 3.5781], [-3.2517, 0.6182, 2.9390], [-4.7468, 5.7512, 0.8951], [-0.5342, -2.3391, 0.0283], [1.6808, 0.8089, -11.1287], [-4.9164, -3.0718, 0.5110], [-7.5126, -0.7880, 0.8847], [1.7129, -0.5650, -9.1832], [0.3508, -3.1525, -0.6281], [1.5074, 1.7489, -10.6001], [2.1667, -1.9993, -7.4957], [2.2691, 0.9093, -4.1602], [1.8602, 2.4517, 0.0159], [-1.5017, 2.0244, 3.7583], [-4.3340, -1.0231, 0.5204], [-1.5353, -1.6447, -2.8804], [2.8907, -0.9908, -1.2599], [-1.1444, 7.1359, 0.5994], [-3.9201, 3.8800, 0.2616], [-1.4572, -0.8206, -6.1566], [2.5042, -2.8037, 0.8127], [5.8977, -0.9759, 3.6133], [-2.9798, 8.6112, 1.3134], [3.8453, -2.0037, -0.6073], [-0.3792, 6.3109, -2.1326], [3.1444, 0.8372, 2.7498], [-0.2919, -1.5918, 3.3443], [-3.7187, 2.7259, 2.8517], [-5.9778, 1.8452, -0.5467], [2.7960, -1.4403, -5.9363], [-0.1634, -6.1030, 0.8750], [0.0514, 4.4428, 1.8037], [-0.7269, 2.9644, -5.1624], [-5.1589, 0.5566, 5.0212], [7.1507, 1.5069, -4.6036], [0.4974, 2.0910, -10.8469], [0.8055, -0.4563, 0.8994], [-1.4499, -2.3905, 4.9553], [1.9062, 0.1197, -7.1574], [0.2246, 5.1975, -1.5248], [5.3877, -1.4230, -1.9539], [5.7294, -3.7610, 0.4941], [-4.5002, -0.6003, 4.6289], [0.9390, -2.6590, -1.3817], [-1.9068, 4.3162, 2.7491], [-4.4864, 7.0762, 1.1932], [-1.2936, -4.3210, 1.1647], [2.0574, 7.1675, -4.3455], [3.7986, 1.2473, 5.0607]], "spin_multiplicity": 2, "de_lowest_ev": 4.5391, "e_lumo_ev": [-3.06, -3.05], "homo_lumo_gap_ev": [2.878, 2.888]}

=====

{"formula": "C7H8O", "method": "ωB97M-V/def2-TZVPD", "species": ["C", "C", "H", "H", "H", "C", "C", "H", "C", "C", "H", "O", "H", "C", "H", "H"], "positions_angstrom": [[-1.3858, -1.0968, -0.5662], [2.3087, -0.1108, 0.0057], [-3.1699, 0.3885, -0.1851], [-0.2346, -1.0384, 1.2687], [-1.7336, -2.1172, -0.1100], [-2.0444, 0.0410, 0.2546], [0.1760, 0.7420, -0.0269], [-2.3244, -0.1916, 1.4792], [0.0089, -0.7360, 0.1691], [1.3864, 1.1463, -0.2924], [3.5328, -0.1279, 0.7297], [-1.0936, 1.3488, 0.1500], [1.7941, 2.1634, -0.4730], [1.3005, -1.1603, -0.0284], [-1.5390, -0.6798, -1.5824], [1.9209, -2.1402, 0.5805]], "de_lowest_ev": 7.4039, "e_lumo_ev": 0.54, "homo_lumo_gap_ev": 8.598}

=====

| no. | largest force on an atom (Eh/bohr) | electronic energy (Ha) |
| --- | --- | --- |
| 1 | 0.07198 | -585.8250 |
| 2 | 0.07666 | -452.5086 |
| 3 | 0.05988 | -5640.3350 |
| 4 | 0.23912 | -346.5034 |